Record 1
{"formula": "C24H27Cl3InN2O4PS3", "method": "ωB97M-V/def2-TZVPD", "homo_lumo_gap_ev": 6.75, "relative_energy_ev": 0.3072, "charge": 0, "energy_ev": -121038.0111, "homo_energy_ev": -7.37, "lumo_ev": -0.623, "species": ["In", "C", "C", "C", "C", "N", "C", "C", "C", "C", "C", "C", "N", "H", "H", "H", "H", "H", "H", "H", "H", "C", "C", "C", "O", "P", "S", "S", "O", "C", "C", "C", "H", "H", "H", "H", "H", "H", "H", "H", "H", "H", "H", "H", "H", "H", "Cl", "C", "Cl", "Cl", "C", "O", "O", "S", "C", "C", "C", "C", "C", "C", "H", "H", "H", "H", "H"], "xyz": [[0.069119, -0.630850, 0.261230], [-2.789772, 2.993710, 0.108290], [-2.433313, 3.776955, 1.194618], [-1.258830, 3.499050, 1.872060], [-0.478612, 2.428776, 1.447576], [-0.865491, 1.644382, 0.446822], [-1.978230, 1.922946, -0.222030], [0.828490, 2.085910, 2.051168], [1.570373, 2.993920, 2.797277], [2.811986, 2.612592, 3.276237], [3.281757, 1.341729, 2.990539], [2.477735, 0.496795, 2.245661], [1.286377, 0.863214, 1.794325], [-3.685083, 3.190983, -0.463489], [-3.061905, 4.598152, 1.512878], [-0.960680, 4.093314, 2.723949], [-2.216181, 1.259025, -1.043330], [1.193747, 3.990385, 2.977447], [3.403991, 3.304442, 3.859883], [4.251117, 1.007274, 3.331177], [2.787710, -0.515612, 2.015388], [-1.395898, -5.404469, 1.738049], [-2.423739, -4.318574, 1.493163], [-3.841331, -4.846849, 1.388093], [-2.396444, -3.387014, 2.609167], [-1.749400, -1.935731, 2.507746], [0.224152, -1.943094, 2.701879], [-2.489996, -1.010619, 0.867685], [-2.311309, -1.246923, 3.824619], [-3.724244, -0.953671, 3.983980], [-4.305157, -1.890981, 5.025066], [-3.834763, 0.509932, 4.366248], [-1.407270, -6.110220, 0.907556], [-1.624289, -5.933467, 2.665326], [-0.400734, -4.967199, 1.814217], [-2.174765, -3.777082, 0.579453], [-4.109920, -5.391461, 2.294970], [-3.916989, -5.520867, 0.534630], [-4.542287, -4.023648, 1.245464], [-4.221780, -1.107492, 3.024010], [-3.836128, -1.709234, 5.993212], [-4.121568, -2.925711, 4.737844], [-5.379821, -1.727962, 5.110062], [-3.335448, 0.686527, 5.319948], [-4.884414, 0.792805, 4.453587], [-3.363975, 1.127764, 3.600032], [3.431004, 1.630205, -2.935404], [1.688696, 1.765956, -2.753019], [0.908525, 1.686041, -4.320837], [1.298341, 3.327866, -1.965949], [1.117773, 0.703799, -1.762813], [-0.070062, 0.370142, -1.911598], [1.876118, 0.341495, -0.834731], [0.133385, -2.818188, -0.925575], [1.830737, -3.150998, -1.286669], [2.107515, -3.941815, -2.402674], [3.414206, -4.276916, -2.719456], [4.462873, -3.823637, -1.932416], [4.193371, -3.039090, -0.821786], [2.887322, -2.712151, -0.491848], [1.286481, -4.286282, -3.018367], [3.613943, -4.889078, -3.590139], [5.485369, -4.079409, -2.179182], [5.004283, -2.676870, -0.201238], [2.686218, -2.111478, 0.384163]], "forces_ev_per_angstrom": [[0.003, -0.077, -0.011], [0.028, -0.021, -0.015], [0.018, -0.010, -0.009], [0.089, 0.000, 0.012], [-0.243, 0.084, -0.047], [0.154, -0.133, -0.017], [-0.082, 0.108, -0.031], [0.252, -0.020, 0.121], [-0.044, -0.003, 0.000], [-0.066, -0.004, -0.031], [0.021, -0.041, -0.009], [0.045, 0.029, 0.120], [-0.136, -0.092, -0.187], [0.000, -0.002, 0.008], [0.004, 0.007, -0.013], [-0.004, 0.001, -0.013], [0.000, 0.009, -0.001], [0.010, -0.006, 0.011], [0.027, 0.000, -0.017], [-0.013, -0.010, 0.010], [0.033, 0.028, -0.010], [-0.028, 0.180, 0.087], [-0.036, -0.234, -0.168], [0.109, 0.115, 0.066], [-0.063, 0.191, 0.100], [-0.137, -0.130, 0.270], [-0.211, 0.039, -0.298], [0.430, -0.208, 0.094], [-0.065, -0.029, -0.006], [-0.106, 0.057, 0.069], [0.176, 0.003, -0.115], [0.078, -0.108, -0.103], [0.023, -0.020, 0.003], [0.005, -0.033, -0.024], [0.012, -0.031, -0.033], [0.048, 0.065, 0.025], [-0.027, -0.005, -0.008], [-0.016, -0.020, 0.011], [-0.011, -0.023, -0.004], [0.008, -0.054, -0.050], [-0.033, -0.009, 0.013], [-0.049, -0.004, 0.013], [-0.008, -0.005, 0.038], [-0.009, 0.019, 0.003], [0.004, 0.019, 0.030], [-0.027, 0.023, 0.017], [0.062, -0.051, -0.011], [-0.045, -0.074, 0.234], [-0.048, -0.020, -0.084], [-0.011, 0.071, -0.013], [0.126, 0.216, -0.588], [0.130, 0.070, 0.240], [-0.397, -0.140, 0.142], [-0.052, 0.290, 0.194], [-0.092, -0.014, 0.048], [0.065, 0.042, 0.018], [-0.014, -0.010, 0.007], [0.111, -0.019, -0.014], [-0.020, 0.058, 0.092], [0.029, -0.077, -0.182], [0.013, 0.013, -0.019], [-0.003, -0.002, 0.006], [-0.015, 0.001, -0.021], [0.008, -0.021, -0.012], [-0.013, 0.021, 0.063]]}



Record 2
{"formula": "C24H27FN2O4", "method": "ωB97M-V/def2-TZVPD", "homo_lumo_gap_ev": 8.08, "relative_energy_ev": 0.0873, "charge": 0, "energy_ev": -39213.9249, "smiles": "CCOc1ccc([C@H]2/C(=C(/O)c3ccc(F)cc3)C(=O)C(=O)N2CCCN(C)C)cc1", "homo_energy_ev": -8.50, "lumo_ev": -0.418, "species": ["C", "C", "O", "C", "C", "C", "C", "C", "C", "C", "O", "C", "C", "C", "C", "F", "C", "C", "C", "O", "C", "O", "N", "C", "C", "C", "N", "C", "C", "C", "C", "H", "H", "H", "H", "H", "H", "H", "H", "H", "H", "H", "H", "H", "H", "H", "H", "H", "H", "H", "H", "H", "H", "H", "H", "H", "H", "H"], "xyz": [[5.715694, -2.549253, -0.122718], [4.648155, -3.240940, -0.965045], [3.883061, -2.329117, -1.730282], [2.911669, -1.590478, -1.140517], [2.496011, -1.697397, 0.184239], [1.460870, -0.908074, 0.649806], [0.822214, 0.002001, -0.178632], [-0.341364, 0.814326, 0.343595], [-1.385084, -0.059419, 0.985197], [-1.947015, -1.209988, 0.510978], [-2.754718, -1.936763, 1.267418], [-1.635720, -1.771741, -0.814227], [-1.674507, -0.990631, -1.965598], [-1.333453, -1.532965, -3.188836], [-0.942562, -2.859429, -3.244712], [-0.590444, -3.385191, -4.431788], [-0.914358, -3.662584, -2.118484], [-1.274608, -3.114043, -0.903547], [-1.552003, 0.329382, 2.362224], [-2.299434, -0.202591, 3.176681], [-0.586809, 1.475052, 2.609713], [-0.397972, 2.078633, 3.643192], [0.045212, 1.692804, 1.433613], [1.030745, 2.726468, 1.236697], [0.447619, 3.989718, 0.594640], [-0.476650, 4.778622, 1.540592], [-1.775960, 5.034732, 0.929952], [-2.647274, 3.881232, 1.022781], [-2.417299, 6.200532, 1.503341], [1.253812, 0.124261, -1.493486], [2.279474, -0.661394, -1.970460], [5.265390, -1.880790, 0.607017], [6.369148, -1.964793, -0.765336], [6.308833, -3.294500, 0.399843], [3.996615, -3.863371, -0.339803], [5.123936, -3.883560, -1.710920], [2.960908, -2.394021, 0.863197], [1.146579, -1.003349, 1.679405], [-0.750640, 1.416539, -0.479445], [-2.831364, -1.501480, 2.161466], [-2.002940, 0.034714, -1.907627], [-1.364918, -0.946198, -4.092929], [-0.617802, -4.695752, -2.203651], [-1.266033, -3.718755, -0.010371], [1.440148, 2.970327, 2.220524], [1.828499, 2.319183, 0.606988], [1.280838, 4.618757, 0.280620], [-0.111163, 3.726019, -0.303938], [-0.019149, 5.744428, 1.761629], [-0.585815, 4.241429, 2.494171], [-2.186536, 3.030622, 0.525456], [-3.587852, 4.103050, 0.519868], [-2.863239, 3.596670, 2.064674], [-3.360799, 6.374060, 0.987237], [-2.622976, 6.089144, 2.578892], [-1.779327, 7.070798, 1.356537], [0.781474, 0.838727, -2.151546], [2.613814, -0.580500, -2.992257]], "forces_ev_per_angstrom": [[-0.338, -0.042, -0.245], [0.314, -0.159, 0.258], [-0.076, 0.140, -0.166], [-0.256, 0.255, -0.100], [0.230, -0.225, -0.001], [-0.063, 0.209, -0.187], [0.153, 0.149, -0.061], [0.037, -0.315, -0.330], [-0.287, 0.048, 0.221], [0.149, 0.416, 0.134], [-0.001, -0.096, 0.086], [-0.235, -0.174, -0.030], [-0.085, -0.205, 0.195], [0.050, -0.188, -0.161], [-0.062, 0.117, 0.138], [-0.031, 0.037, 0.092], [0.049, -0.008, -0.206], [-0.043, 0.176, -0.006], [-0.467, -0.561, -0.459], [0.185, 0.190, 0.128], [0.244, 0.379, 0.444], [-0.142, -0.097, 0.135], [-0.146, -0.093, -0.068], [0.210, 0.361, -0.059], [0.055, -0.206, 0.323], [-0.003, -0.054, -0.214], [0.015, 0.141, -0.004], [0.019, 0.089, -0.034], [0.011, -0.037, -0.042], [0.069, -0.038, 0.285], [0.249, -0.212, 0.004], [0.016, 0.043, 0.091], [0.080, 0.041, -0.034], [0.081, -0.067, 0.084], [0.024, 0.027, -0.108], [-0.111, 0.020, 0.143], [0.092, -0.079, 0.036], [-0.036, -0.046, 0.127], [0.046, -0.021, 0.063], [0.124, 0.068, -0.202], [0.000, 0.157, 0.012], [0.003, 0.045, -0.106], [0.042, -0.098, -0.031], [0.007, -0.076, 0.084], [0.044, -0.082, -0.094], [-0.030, -0.008, 0.122], [0.010, 0.012, -0.095], [0.002, 0.017, -0.084], [-0.020, -0.032, 0.033], [0.003, 0.070, 0.029], [0.014, -0.149, -0.057], [-0.046, -0.069, -0.015], [-0.005, -0.012, 0.042], [-0.056, 0.065, 0.034], [-0.025, 0.020, 0.050], [-0.018, 0.066, 0.037], [-0.096, 0.086, -0.089], [0.051, 0.002, -0.144]]}